[1]
Formula: C34H37F6N6O4Ti
Source: the OMol25 dataset
Level of theory: ωB97M-V/def2-TZVPD

The value obtained for the total energy is -92399.4382 eV. Its lowest unoccupied orbital energy (alpha / beta) is -0.207 / -0.206 Ha. The HOMO-LUMO gap (alpha / beta) comes out at 6.503 / 6.827 eV. The energy above the lowest of the compared OMol25 structures with the same formula, charge and spin comes out at 53.2 kcal/mol. As for the multiplicity: 2. The net charge is +2.

Structure (XYZ):
```
88
Properties=species:S:1:pos:R:3:forces:R:3:mulliken_charge:R:1
Ti 0.318901 0.095725 0.426305 -1.6446 -0.3126 0.4678 -0.83
C 7.289258 1.282804 1.009407 0.0847 0.0060 -0.0240 -1.66
C 5.797089 1.396364 0.893797 -0.1560 -0.0358 -0.0268 -0.05
C 5.092476 2.423038 1.486674 0.0183 -0.0362 -0.0058 -0.74
C 3.695680 2.548430 1.361770 -0.0551 0.1562 0.0228 0.95
C 3.125500 3.739173 1.909217 -0.0490 -0.0242 -0.0523 -0.74
N 2.119539 4.422559 1.446564 0.0597 -0.0179 0.0520 0.10
C 1.422434 4.176079 0.186928 0.0945 -0.0693 0.0992 -0.66
C 0.901567 5.444442 -0.474665 -0.0023 0.0345 -0.0147 -0.77
C 0.501821 5.118947 -1.919687 0.0235 -0.0831 -0.1092 -1.01
N -0.295863 3.901162 -1.972336 -0.1825 -0.0219 0.0844 0.11
C -1.587359 3.826953 -2.139131 0.1239 0.0202 -0.0719 -0.11
C -2.327712 2.648401 -1.897898 -0.0643 0.0100 0.0621 -0.25
C -3.722515 2.637438 -2.161624 0.0630 -0.0484 0.0242 -0.85
C -4.504083 1.566881 -1.823547 0.1060 0.0061 0.0317 -0.20
C -5.980852 1.529980 -2.084920 -0.0979 0.0369 -0.0873 -1.64
C -3.873781 0.481831 -1.169341 -0.0799 -0.1438 0.0350 -0.71
C -2.533704 0.436285 -0.869402 0.1839 0.3699 -0.0336 1.96
C -1.773907 -0.619136 -0.114269 0.1817 -0.2506 -0.2905 -2.69
N -1.552226 -1.845340 -0.911127 0.3340 -0.0773 0.3164 1.23
C -0.913213 -1.711706 -2.215000 -0.1287 0.1360 -0.1086 -1.21
C 0.536571 -2.213881 -2.382368 0.0151 -0.0251 -0.0463 -0.94
C 1.398231 -2.268870 -1.132454 0.1810 0.2149 0.0629 -0.97
N 1.778637 -0.939583 -0.609437 0.2016 -0.3741 -0.0743 0.69
C 3.030662 -0.673994 -0.531384 0.0818 0.1685 0.1238 -0.40
C 3.651605 0.470878 0.118084 0.0331 -0.1081 -0.0337 0.26
C 5.042813 0.450385 0.198975 0.0267 0.0568 0.0350 -0.88
C 2.922714 1.520830 0.745797 0.0233 -0.1102 -0.0590 1.01
O 1.634811 1.529569 0.822820 0.3345 0.0879 -0.2233 -0.70
C -1.721853 1.530123 -1.266528 0.0276 -0.1169 -0.0368 2.28
O -0.432347 1.484827 -1.022408 0.1969 0.0802 0.3584 -0.48
H 7.773391 2.243929 0.840302 0.0031 0.0027 0.0144 0.40
H 7.684347 0.578628 0.279420 0.0079 -0.0004 0.0014 0.39
H 7.581320 0.931960 1.999872 -0.0103 0.0021 0.0096 0.33
H 5.633538 3.186112 2.036658 -0.0059 0.0149 0.0084 0.50
H 3.609242 4.180929 2.775248 0.0236 0.0059 -0.0037 0.54
H 1.842463 5.237748 1.979386 -0.0233 0.0163 -0.0324 0.35
H 0.622471 3.465661 0.382254 -0.0188 0.0248 -0.0424 0.29
H 2.143349 3.671709 -0.461693 -0.0184 0.0267 -0.0287 0.52
H 1.668684 6.220833 -0.501194 0.0061 -0.0105 -0.0036 0.41
H 0.044900 5.840085 0.075715 -0.0118 -0.0139 -0.0012 0.43
H 1.399436 4.950599 -2.516949 -0.0094 0.0272 -0.0098 0.37
H -0.059289 5.928070 -2.384360 0.0056 0.0440 0.0810 0.46
H 0.111251 3.003849 -1.672561 0.0254 -0.0011 0.0380 0.02
H -2.099702 4.732148 -2.454961 -0.0239 -0.0003 0.0008 0.46
H -4.162293 3.505390 -2.639885 -0.0333 -0.0022 -0.0076 0.41
H -6.281661 2.336115 -2.751956 -0.0088 0.0080 0.0195 0.39
H -6.550273 1.631844 -1.159757 0.0124 -0.0055 0.0134 0.33
H -6.276095 0.589185 -2.550768 0.0110 -0.0071 0.0064 0.37
H -4.500418 -0.360073 -0.884377 -0.0163 0.0266 -0.0051 0.44
H -2.262383 -0.877242 0.818037 0.0808 -0.0439 0.0862 0.85
H -0.945211 -0.643946 -2.423774 0.0335 -0.0081 -0.0016 0.26
H -1.548851 -2.182055 -2.972141 0.0355 -0.0069 -0.0090 0.52
H 1.020954 -1.571836 -3.121269 -0.0003 -0.0156 -0.0110 0.51
H 0.549103 -3.214088 -2.822541 -0.0085 -0.0101 0.0373 0.68
H 2.314706 -2.823320 -1.346313 -0.0706 -0.0930 -0.0314 0.69
H 0.881761 -2.783694 -0.316179 -0.0160 -0.0115 -0.0344 0.20
H 3.742143 -1.391464 -0.945761 -0.0381 -0.0083 -0.0276 0.30
H 5.568386 -0.371278 -0.276594 -0.0088 -0.0112 -0.0105 0.47
C -0.191464 -2.214452 3.991817 0.0454 0.0032 0.0166 -2.07
C 0.146141 -0.934467 3.232921 -0.1937 -0.1601 -0.0493 1.25
O 0.240148 -1.180193 1.879727 0.3542 0.5531 -0.4363 -0.20
C -0.980144 0.106157 3.420308 -0.0210 -0.0332 0.0916 0.53
F -0.968902 0.716133 4.597094 0.0337 0.0256 0.0385 -0.30
F -2.185402 -0.446688 3.253364 -0.0284 -0.0426 -0.0352 -0.27
F -0.885228 1.078537 2.453730 0.0357 0.0685 -0.0812 -0.16
C 1.484807 -0.350364 3.768360 0.0829 0.0205 -0.0099 0.60
F 2.514113 -0.901250 3.109517 0.0136 -0.0318 0.0590 -0.28
F 1.660531 -0.579215 5.069875 -0.0301 0.0737 -0.0497 -0.30
F 1.577463 0.984988 3.578600 0.0092 -0.0505 0.0334 -0.30
H -1.086977 -2.649013 3.554931 0.0028 -0.0040 -0.0157 0.41
H -0.352362 -2.043416 5.054645 -0.0096 0.0345 -0.0139 0.40
H 0.632574 -2.915911 3.869152 0.0076 0.0096 0.0094 0.47
N -2.198105 -7.751785 -1.516777 0.0002 0.0034 -0.0175 -0.32
C -1.735845 -6.515166 -1.766147 0.0107 0.0159 -0.0031 0.16
O -0.826595 -6.273081 -2.533847 0.0026 0.0020 0.0103 -0.62
C -2.401228 -5.364692 -1.033677 0.0453 0.0535 -0.0377 0.38
C -3.521325 -5.425722 -0.222152 -0.0087 -0.0300 0.0131 -0.13
C -3.974613 -4.250244 0.357560 0.0034 0.0643 0.0305 -1.58
C -3.332429 -3.058030 0.122823 0.1154 0.0009 -0.1246 -0.03
N -2.233911 -3.011742 -0.674743 -0.2269 0.0292 -0.1052 -0.12
C -1.780181 -4.149829 -1.237120 -0.0423 -0.0061 0.0679 0.16
H -1.761649 -8.519687 -2.001376 -0.0113 -0.0139 0.0127 0.26
H -2.915287 -7.954033 -0.845992 0.0000 -0.0143 -0.0042 0.14
H -4.050906 -6.349983 -0.039859 -0.0045 0.0004 0.0114 0.37
H -4.849439 -4.235566 0.991363 -0.0071 -0.0311 -0.0022 0.45
H -3.670562 -2.121078 0.525780 -0.0113 0.0293 0.0430 0.66
H -0.899385 -4.096602 -1.852547 -0.0250 -0.0479 0.0147 0.41
```
Forces are in eV/Å.


[2]
Formula: C7H16FP
Source: the OMol25 dataset
Level of theory: ωB97M-V/def2-TZVPD

Its SMILES is CC(C)C(F)(P)C(C)C. The value obtained for the total energy is -19523.0755 eV. Its lowest unoccupied orbital energy is 0.036 Ha. The HOMO-LUMO gap comes out at 10.779 eV. The energy above the lowest of the compared OMol25 structures with the same formula, charge and spin comes out at 31.1 kcal/mol. The net charge is 0.

Structure (XYZ):
```
25
Properties=species:S:1:pos:R:3:forces:R:3:mulliken_charge:R:1
C -0.087239 1.581107 1.337284 -0.5241 0.4114 -1.4171 -1.52
C 0.510205 0.211940 1.172567 0.6858 -1.1669 -2.5539 0.78
C 1.910314 0.182679 1.725378 -0.6779 -0.3243 1.6700 -2.02
C 0.464425 -0.193764 -0.451533 -1.9353 -0.1649 3.2868 0.18
F 0.980740 -1.479464 -0.535520 0.2874 -0.3871 -0.1397 -0.39
P 1.388933 0.943787 -1.516428 1.8174 -0.2037 0.2915 -0.13
C -1.046461 -0.241452 -0.769536 -0.2093 0.4296 1.5101 1.02
C -1.768930 -1.376670 -0.020164 0.8691 0.4934 1.8721 -1.58
C -1.297465 -0.424449 -2.205629 -1.1378 0.2775 -1.1873 -1.54
H -0.468319 1.986506 0.351781 0.4815 -0.1119 1.3559 0.39
H 0.631251 2.270243 1.734784 0.3528 0.4878 0.1897 0.52
H -0.902515 1.508430 2.012514 -0.9335 0.3265 0.6114 0.24
H -0.082508 -0.605798 1.649932 0.4962 0.8385 -0.3261 0.28
H 2.538257 0.971909 1.396593 1.1159 0.0188 -1.7085 0.51
H 1.874672 0.645177 2.704111 -0.6037 -0.5478 1.0944 0.53
H 2.292340 -0.832801 1.877178 0.4686 0.4792 -0.5436 0.32
H 2.557922 0.484928 -0.805519 -0.0779 1.0128 -0.0464 0.05
H 1.858698 -0.074113 -2.368101 -0.6257 -0.0516 -0.6890 0.05
H -1.423431 0.766495 -0.419163 -0.0140 -1.3674 -0.5688 0.10
H -1.798687 -1.147372 1.054727 -0.2513 0.0789 -0.1546 0.32
H -1.162739 -2.283206 -0.015581 -0.2994 -0.2087 -0.5983 0.33
H -2.805027 -1.543156 -0.291977 0.0581 -0.0377 -0.4876 0.46
H -2.301232 -0.889994 -2.282946 0.7644 0.0223 -0.6301 0.37
H -0.492146 -1.006492 -2.644225 -0.3043 -0.3339 -0.3943 0.36
H -1.371057 0.545532 -2.690528 0.1970 0.0292 -0.4366 0.38
```
Forces are in eV/Å.


[3]
Formula: C12H17N
Source: the OMol25 dataset
Level of theory: ωB97M-V/def2-TZVPD

Its SMILES is CCc1c[nH]c2ccccc12.CC. The value obtained for the total energy is -14206.6793 eV. Its lowest unoccupied orbital energy is 0.036 Ha. The HOMO-LUMO gap comes out at 8.908 eV. The energy above the lowest of the compared OMol25 structures with the same formula, charge and spin comes out at 84.4 kcal/mol. The net charge is 0.

Structure (XYZ):
```
30
Properties=species:S:1:pos:R:3:forces:R:3:mulliken_charge:R:1
C -2.905010 -0.444605 -3.040949 -1.3287 0.8542 -4.0802 -1.40
C -2.983581 -0.413680 -1.580988 1.1175 0.7951 1.6835 -0.03
C -1.550117 -0.155519 -0.987961 -2.5118 0.1625 -1.2566 0.12
C -0.748413 0.688675 -1.682608 3.3870 -0.3132 1.6401 -0.66
N 0.617219 0.545096 -1.272416 -2.4883 -4.7308 2.6223 -0.28
C 0.533323 -0.444728 -0.134946 0.1052 1.0858 -1.4400 -0.48
C 1.567683 -1.034874 0.607971 1.3660 1.4297 -0.7325 -0.32
C 1.217339 -1.728929 1.727065 -0.2150 -2.5000 -0.2222 -0.47
C -0.045294 -2.314060 1.820621 -0.9244 -0.0161 2.5229 -0.47
C -1.081881 -1.817205 1.049369 -2.0055 0.2555 -0.4441 -0.20
C -0.831877 -0.808607 0.090839 2.3506 -0.0484 -1.0529 0.43
H -2.131779 -1.044488 -3.508366 0.8068 0.2612 0.4217 0.42
H -3.025080 0.526631 -3.624383 0.7705 -0.8155 1.0301 0.29
H -3.755960 -0.979473 -3.465993 -0.5852 -0.0424 0.2943 0.41
H -3.625203 0.452864 -1.276472 0.0334 -1.2208 0.0679 0.21
H -3.397562 -1.414987 -1.406262 0.0803 0.4895 1.3065 0.30
H -0.683909 1.442625 -2.427917 -1.6727 0.2170 -0.8852 0.44
H 1.176432 1.322230 -1.112395 1.1585 1.5858 0.1651 0.37
H 2.658292 -0.964691 0.353143 -1.2274 0.5425 0.2144 0.42
H 1.893237 -2.203287 2.419537 0.8380 0.4103 -0.1802 0.38
H -0.127954 -3.064246 2.720707 -0.5134 1.4847 -2.0938 0.23
H -2.172216 -2.066188 1.156082 1.3246 -0.3536 0.0996 0.32
C 1.814179 2.166831 1.496508 -6.5840 -0.1045 0.2500 -0.18
C 3.151355 1.872124 1.917521 3.7888 0.4697 -4.6055 -0.88
H 1.406921 3.142828 1.059069 1.5962 -1.1068 0.1565 0.41
H 1.338641 1.316152 0.968884 0.7370 0.8985 -0.5183 -0.45
H 1.006229 2.080834 2.309566 1.4071 0.2556 -0.0783 0.25
H 3.874570 2.506054 1.155754 -1.1959 -1.4747 2.3729 0.19
H 3.471306 0.825758 1.768686 -0.4862 0.2691 -0.3120 0.30
H 3.339110 2.010865 2.900336 0.8711 1.2600 3.0540 0.35
```
Forces are in eV/Å.


[4]
Formula: C27H23AsHfN2O6
Source: the OMol25 dataset
Level of theory: ωB97M-V/def2-TZVPD

The value obtained for the total energy is -105748.1803 eV. Its lowest unoccupied orbital energy is -0.491 Ha. The HOMO-LUMO gap comes out at 5.302 eV. The energy above the lowest of the compared OMol25 structures with the same formula, charge and spin comes out at 0.0 kcal/mol. The net charge is +4.

Structure (XYZ):
```
60
Properties=species:S:1:pos:R:3:forces:R:3:mulliken_charge:R:1
Hf 0.593383 1.008302 0.078545 0.2544 -0.0794 0.1135 2.01
O -1.689618 1.404227 -3.504300 0.0150 -0.0044 -0.0617 -0.37
C -0.803133 1.461031 -2.590491 -0.0143 -0.0499 0.0675 0.17
O -0.939761 1.015359 -1.430940 -0.1840 0.0453 -0.1554 -0.59
C 0.494730 2.112643 -2.926794 0.0289 0.0182 -0.0148 0.54
C 0.857302 2.698163 -4.127648 0.0080 0.0107 -0.0109 -0.63
C 2.123329 3.276821 -4.204252 -0.0203 -0.0094 0.0089 -0.76
C 2.963432 3.262620 -3.089907 0.0123 -0.0006 -0.0015 -0.88
C 2.508774 2.651283 -1.933581 -0.0044 0.0096 -0.0225 1.19
N 1.302650 2.082239 -1.866343 -0.0915 -0.0698 -0.0115 -0.31
C 3.186469 2.528493 -0.601147 -0.0165 -0.0006 0.0033 0.42
O 4.348900 2.977280 -0.320841 0.0166 -0.0073 0.0182 -0.37
O 2.539610 1.943844 0.291115 0.0607 0.0885 0.0123 -0.54
H -2.519736 0.957786 -3.238279 0.0004 0.0000 0.0202 0.44
H 0.179813 2.709838 -4.972644 -0.0078 -0.0055 0.0057 0.61
H 2.451673 3.746111 -5.124031 0.0013 0.0019 0.0002 0.52
H 3.939848 3.728251 -3.152180 0.0017 -0.0030 0.0089 0.35
H 4.839236 3.436402 -1.025987 -0.0076 -0.0049 -0.0125 0.35
N -1.507951 4.240732 3.064370 0.0131 -0.0170 0.0032 -0.22
C -0.487228 3.183083 3.357421 0.0135 0.0076 0.0178 -0.74
C -0.082313 2.383954 2.141886 -0.0616 0.1099 -0.0020 0.85
O 0.722077 1.434445 2.264950 0.0030 -0.1341 -0.0630 -0.53
O -0.533440 2.641968 0.970438 -0.0475 0.1064 0.0622 -0.74
H -1.684273 4.801303 3.908299 -0.0049 0.0070 -0.0070 0.40
H -2.408544 3.847501 2.772098 0.0039 -0.0023 -0.0028 0.36
H -1.202212 4.885461 2.328709 -0.0071 0.0125 0.0097 0.35
H -0.887879 2.508092 4.114819 0.0022 -0.0063 -0.0029 0.40
H 0.400599 3.658091 3.779427 0.0012 -0.0037 -0.0046 0.39
C -1.281480 -3.897910 4.750480 -0.0034 -0.0114 0.0006 -0.55
C -1.035410 -2.541187 4.921189 0.0037 0.0060 -0.0062 -0.67
C -0.971551 -1.706543 3.816334 -0.0018 0.0139 0.0014 -0.35
C -1.147457 -2.256544 2.549787 -0.0215 -0.0554 -0.0095 0.48
C -1.394348 -3.615318 2.363995 -0.0096 -0.0015 -0.0199 -0.29
C -1.460841 -4.434034 3.479853 0.0001 0.0107 0.0125 -0.70
As -1.050416 -1.125684 1.018764 0.0234 0.0489 -0.1133 1.01
C -1.863486 -1.897364 -0.547427 0.0086 0.0019 0.0298 0.34
C -3.201339 -2.197877 -0.719379 -0.0441 -0.0094 -0.0149 -0.79
C -3.616700 -2.727874 -1.940554 0.0091 0.0058 0.0125 -0.68
C -2.706724 -2.925056 -2.972580 0.0225 0.0051 0.0070 -0.97
C -1.364002 -2.607135 -2.801093 -0.0083 -0.0209 -0.0317 -0.53
C -0.932121 -2.097055 -1.581078 0.0238 0.0138 0.0205 -0.06
C 0.461024 -1.778215 -1.233191 -0.0702 0.0172 0.0273 1.42
C 1.579282 -1.838061 -2.079266 0.0223 0.0001 -0.0110 -0.52
C 2.843453 -1.539312 -1.590137 0.0103 0.0008 -0.0087 -1.00
C 3.036984 -1.174101 -0.252716 0.0028 0.0467 0.0331 -0.59
C 1.944928 -1.101973 0.610488 0.0457 -0.0624 0.0337 -0.21
C 0.661700 -1.418657 0.117974 -0.0063 0.0295 0.0510 -0.33
H -1.339857 -4.543473 5.616595 0.0023 -0.0039 -0.0018 0.43
H -0.903055 -2.135806 5.914927 0.0045 -0.0029 0.0019 0.43
H -0.786590 -0.646698 3.945169 -0.0033 0.0025 0.0053 0.24
H -1.541057 -4.033097 1.375202 0.0082 0.0042 0.0110 0.47
H -1.655683 -5.490806 3.357428 0.0011 -0.0014 0.0074 0.44
H -3.920267 -2.058108 0.078160 0.0061 0.0041 0.0049 0.55
H -4.654557 -3.001078 -2.078826 -0.0018 -0.0004 0.0004 0.49
H -3.040415 -3.352379 -3.908780 -0.0021 0.0006 -0.0007 0.50
H -0.665536 -2.802409 -3.605670 -0.0002 -0.0014 0.0013 0.47
H 1.469671 -2.153082 -3.109928 -0.0015 0.0005 -0.0030 0.56
H 3.700845 -1.624328 -2.246364 -0.0014 -0.0007 -0.0034 0.53
H 4.036077 -0.985030 0.120507 -0.0010 0.0017 0.0048 0.59
H 2.093190 -0.879127 1.667423 0.0135 -0.0616 -0.0211 0.61
```
Forces are in eV/Å.